#one
DFT (wB97M-V/def2-TZVPD) results for a cluster of 2 separate species, C3H11N in total.

HOMO level	-8.95	eV
net charge	0

XYZ file:
```
15
C3H11N wB97M-V/def2-TZVPD
C -0.93366 -1.92283 2.73051
H -0.29804 -2.76605 2.63523
H -1.96955 -1.93213 3.06906
H -0.83098 -1.51286 1.65033
H -0.43025 -1.31235 3.35961
C -0.09848 0.20423 0.01126
N 0.01009 0.52031 -1.46725
C 1.10768 1.37132 -1.77996
H -0.09103 1.04286 0.80966
H -1.11719 -0.26399 0.12146
H 0.59462 -0.59633 0.21490
H -0.85115 0.98432 -1.72135
H 1.29634 2.05946 -1.00999
H 0.94722 1.84067 -2.78719
H 2.22615 0.89792 -1.84188
```

#two
DFT (wB97M-V/def2-TZVPD) results for a cluster of 2 separate species, C3H11N in total.

HOMO level	-9.38	eV
net charge	0

XYZ file:
```
15
C3H11N wB97M-V/def2-TZVPD
C 0.65034 -1.01677 3.69381
H 1.26767 -0.19864 3.67562
H 1.00693 -2.08588 3.40078
H -0.24743 -0.79506 3.02815
H 0.23750 -1.35333 4.64507
C 0.48729 0.41237 -1.16713
C -0.33732 0.24349 -2.47700
N -1.63302 0.87373 -2.44038
H 0.09453 -0.19346 -0.31057
H 1.50826 0.00556 -1.24294
H 0.50344 1.39864 -0.81248
H 0.23289 0.74855 -3.24521
H -0.47775 -0.80695 -2.53868
H -1.20964 1.81908 -2.64017
H -2.08367 0.94869 -1.56888
```

Most stable to least stable: #two, #one